[1]
The following is a DFT calculation (the ωB97M-V functional and the def2-TZVPD basis) of a 2-piece molecular cluster, C5H15NO2 overall at a distorted geometry.

Structure (XYZ):
```
23
C5H15NO2 the ωB97M-V functional and the def2-TZVPD basis
C -0.2646 1.2679 -1.0926
O 0.0271 2.5149 -0.5269
C -0.6015 0.2066 0.0930
C 0.1154 -1.2033 -0.3750
C 0.7227 -1.7661 0.9125
C -0.8659 -2.1355 -1.0638
N -1.9474 0.2121 0.3173
H 0.6309 1.0003 -1.6498
H -1.1200 1.3312 -1.7567
H -0.7371 2.8196 -0.0090
H -0.1352 0.5744 0.9932
H 0.9470 -0.8460 -0.9706
H 1.3273 -2.6418 0.6421
H -0.0500 -2.0040 1.6447
H 1.4826 -1.0906 1.3247
H -1.9162 -1.9465 -0.8793
H -0.6740 -3.1598 -0.8117
H -0.7526 -2.0574 -2.1408
H -2.2462 0.4532 1.2521
H -2.6007 -0.0086 -0.4239
H 3.0689 3.5071 1.8130
H 2.5623 2.4315 0.9338
O 3.0272 2.5405 1.7735
```

Computed properties:
2S+1: 2
Energy above the lowest of the compared OMol25 structures with the same formula, charge and spin (kcal per mole): 38.9
Maximum force (eV Å⁻¹): 1.248
Charge: +1
Frontier orbital gap (alpha / beta) (eV): 10.93 / 6.19

Atom charges from the natural (NBO) analysis, given in e for atoms 1 to 4: number 1, C, carries -0.015; number 2, O, carries -0.632; number 3, C, carries -0.077; number 4, C, carries -0.118



[2]
The following is a DFT calculation (the ωB97M-V functional and the def2-TZVPD basis) of C34H44BrFeN4O3P2S3 as an isolated structure.

Structure (XYZ):
```
92
C34H44BrFeN4O3P2S3 the ωB97M-V functional and the def2-TZVPD basis
Fe 0.4642 -0.4576 0.4765
C -0.8051 2.5418 1.8552
P 0.6824 1.7333 1.1769
C 1.1114 2.7324 -0.3221
N 1.0397 4.0299 -0.2903
C 1.3558 4.7023 -1.4402
C 1.2551 6.1072 -1.4723
C 1.5780 6.7909 -2.6140
C 2.0150 6.0987 -3.7613
C 2.1216 4.7334 -3.7474
C 1.7906 4.0124 -2.5833
N 1.8977 2.6469 -2.5845
C 1.5383 2.0191 -1.5070
P 1.6383 0.1699 -1.3729
C 3.4633 0.0785 -1.2563
C 1.3290 -0.6046 -3.0413
C 1.9131 -2.0211 -2.9225
C 1.9476 0.0831 -4.2561
C -0.1840 -0.7127 -3.2202
C 2.0035 2.3671 2.3761
C 1.7236 3.8060 2.8256
C 2.0067 1.4628 3.6119
C 3.3903 2.3330 1.7309
H -0.8383 3.5923 1.5702
H -0.7891 2.4415 2.9417
H -1.6731 2.0224 1.4631
H 0.9122 6.6122 -0.5783
H 1.4959 7.8703 -2.6411
H 2.2635 6.6533 -4.6575
H 2.4498 4.1751 -4.6149
H 3.9159 0.4763 -2.1655
H 3.7719 -0.9518 -1.0951
H 3.7965 0.6682 -0.4070
H 3.0046 -2.0026 -2.9038
H 1.6057 -2.5959 -3.8011
H 1.5326 -2.5547 -2.0511
H 3.0393 0.0612 -4.2243
H 1.6300 1.1170 -4.3534
H 1.6342 -0.4710 -5.1474
H -0.6252 -1.2515 -2.3820
H -0.4035 -1.2720 -4.1347
H -0.6420 0.2757 -3.2959
H 0.8399 3.8657 3.4611
H 1.5862 4.4784 1.9806
H 2.5778 4.1562 3.4149
H 1.0402 1.4714 4.1180
H 2.7571 1.8294 4.3212
H 2.2432 0.4313 3.3542
H 3.4352 2.9360 0.8212
H 3.6972 1.3169 1.4995
H 4.1184 2.7462 2.4361
O -1.6034 -0.3700 -0.1130
N -2.4782 -0.0571 -1.0682
C -3.2920 -1.0841 -1.4344
C -4.2652 -0.9764 -2.3815
C -4.4235 0.2576 -3.0249
C -3.5962 1.2815 -2.6697
C -2.5903 1.1619 -1.6717
S -1.5958 2.4709 -1.2950
H -3.0844 -2.0021 -0.9153
H -4.8681 -1.8409 -2.6180
H -5.1746 0.3981 -3.7918
H -3.6655 2.2514 -3.1405
Br -5.5214 -5.8989 2.3058
C -3.9556 -5.1666 1.5003
C -3.0765 -6.0077 0.8354
C -1.9417 -5.4578 0.2559
C -1.6639 -4.0999 0.3786
C -2.5567 -3.2842 1.0607
C -3.7238 -3.8072 1.6024
C -0.4138 -3.5095 -0.2745
O 0.0206 -4.1063 -1.2639
O 0.0572 -2.4814 0.2906
H -3.2853 -7.0664 0.7617
H -1.2515 -6.0716 -0.3087
H -2.3305 -2.2246 1.1318
H -4.4376 -3.1649 2.1015
S -0.6282 -0.6049 3.1940
C -1.3060 -1.9414 3.8630
N -0.9454 -3.1948 3.5714
C -1.4175 -4.2571 4.4344
C -2.7477 -3.7573 4.9847
S -2.5523 -1.9507 5.1085
H -0.1767 -3.3149 2.9239
H -0.7035 -4.4341 5.2462
H -1.5466 -5.1781 3.8650
H -2.9748 -4.1790 5.9608
H -3.5620 -3.9791 4.2978
C 2.1701 -1.1231 1.3003
H 1.9030 -1.5886 2.2572
H 3.0164 -0.4603 1.4941
H 2.5365 -1.9310 0.6548
```

Computed properties:
2S+1: 1
Energy above the lowest of the compared OMol25 structures with the same formula, charge and spin (kcal per mole): 10.3
Maximum force (eV Å⁻¹): 0.757
Charge: -1
Frontier orbital gap (alpha / beta) (eV): 6.59 / 6.56

Atom charges from the Mulliken analysis, given in e for atoms 1 to 4: number 1, Fe, carries 0.128; number 2, C, carries -1.536; number 3, P, carries 2.020; number 4, C, carries -0.881



[3]
The following is a DFT calculation (the ωB97M-V functional and the def2-TZVPD basis) of C15H15Cl3GaN6O4 as an isolated structure.

Structure (XYZ):
```
44
C15H15Cl3GaN6O4 the ωB97M-V functional and the def2-TZVPD basis
Ga -0.2590 0.4738 0.2132
N 1.3290 -0.8663 0.3500
C 1.3960 -1.5517 -0.9741
C 0.2350 -1.1914 -1.8984
O 0.1661 -1.6813 -2.9846
O -0.6283 -0.3012 -1.4169
H 2.2515 -0.5517 0.6316
H 1.0101 -1.5099 1.0727
H 1.4104 -2.6318 -0.8498
H 2.3153 -1.2655 -1.4805
Cl -1.5444 2.6823 2.6071
C -2.6612 1.4571 1.9512
Cl -2.6122 1.5562 0.1186
Cl -4.2670 1.7401 2.4869
C -2.1388 0.0283 2.3037
O -2.7647 -0.6701 3.0272
O -0.9947 -0.3008 1.7192
C -0.5296 2.8558 -2.1621
C 0.2986 3.0810 -0.9468
N 0.6641 2.1554 -0.0491
C 1.4544 2.7791 0.9104
C 1.5663 4.0788 0.5811
N 0.8446 4.2512 -0.5885
C 0.6200 5.5565 -1.2493
N -0.7646 5.7372 -1.5121
N -1.2077 5.8424 -2.8036
N -2.4718 5.9747 -2.8000
C -2.9130 5.9561 -1.4817
C -4.2078 6.0317 -0.9624
C -4.3358 5.9546 0.4050
C -3.2080 5.8150 1.2452
C -1.9274 5.7404 0.7438
C -1.8166 5.8180 -0.6485
H -0.6274 1.7896 -2.3548
H -0.0683 3.3329 -3.0264
H -1.5226 3.2931 -2.0483
H 1.8693 2.2502 1.7509
H 2.0902 4.8909 1.0544
H 1.1533 5.6202 -2.1944
H 1.0021 6.3074 -0.5590
H -5.0632 6.1362 -1.6160
H -5.3181 6.0062 0.8540
H -3.3560 5.7656 2.3161
H -1.0703 5.6332 1.3956
```

Computed properties:
2S+1: 1
Energy above the lowest of the compared OMol25 structures with the same formula, charge and spin (kcal per mole): 0.0
Maximum force (eV Å⁻¹): 0.926
Charge: +1
Frontier orbital gap (eV): 9.18

Atom charges from the natural (NBO) analysis, given in e for atoms 1 to 4: number 1, Ga, carries 1.868; number 2, N, carries -0.896; number 3, C, carries -0.354; number 4, C, carries 0.774